Entry 1:
{
  "formula": "C3H28N2O11",
  "method": "ωB97M-V with the def2-TZVPD basis set",
  "smiles": "C[C@@H](N)C(N)=O.O.O.O.O.O.O.O.O.O.O",
  "gap_ev": 10.434,
  "lumo_ev": 0.43,
  "e_homo_ev": -10.005,
  "relative_energy_ev": 0.000,
  "largest_force_ev_per_a": 2.4,
  "elements": ["C", "C", "N", "C", "N", "O", "H", "H", "H", "H", "H", "H", "H", "H", "O", "H", "H", "O", "H", "H", "O", "H", "H", "O", "H", "H", "O", "H", "H", "O", "H", "H", "O", "H", "H", "O", "H", "H", "O", "H", "H", "O", "H", "H"],
  "xyz": [[-1.28006, 2.35944, -1.08872], [-1.06389, 1.40467, 0.07009], [-0.57669, 0.08393, -0.35277], [0.06023, 1.90626, 1.00560], [0.16902, 1.30007, 2.21119], [0.85483, 2.76667, 0.65971], [-0.31396, 2.42517, -1.70657], [-1.53406, 3.35132, -0.77944], [-2.07739, 2.04775, -1.73255], [-2.04545, 1.30780, 0.65390], [-0.79735, -0.09425, -1.29657], [-0.92993, -0.66252, 0.23672], [0.91660, 1.62643, 2.82418], [-0.42373, 0.53296, 2.48297], [2.26216, -0.43251, -0.39829], [1.31055, -0.16393, -0.26348], [2.81504, 0.37064, -0.14596], [-0.72342, -1.77575, -2.91737], [-0.86493, -2.56700, -3.47636], [0.28781, -1.62494, -2.86396], [-1.54195, -1.06765, 2.71939], [-1.07257, -1.88033, 2.31768], [-1.67429, -1.36627, 3.64882], [0.31806, 4.95072, -0.82898], [0.51418, 4.14465, -0.30333], [0.60852, 5.67689, -0.29474], [2.21690, -2.62108, 1.14676], [2.27346, -1.77111, 0.59451], [2.66357, -3.23643, 0.60268], [1.92754, -1.36127, -2.90231], [2.19441, -0.63192, -3.44620], [2.07157, -1.01709, -2.00855], [3.37249, 1.84529, 0.48292], [3.78342, 2.39606, -0.15291], [2.47901, 2.23166, 0.70300], [-3.30452, -1.12885, 0.68903], [-4.08421, -1.56608, 0.92154], [-2.79984, -1.05910, 1.51874], [-1.70465, -2.83278, -0.65635], [-2.36298, -2.25379, -0.32887], [-1.34945, -2.44401, -1.50042], [-0.37107, -3.07699, 1.67342], [0.57586, -2.95294, 1.52518], [-0.77887, -3.13981, 0.75663]],
  "nbo_charge": [-0.63, -0.14, -0.87, 0.72, -0.81, -0.72, 0.22, 0.25, 0.22, 0.21, 0.39, 0.39, 0.40, 0.44, -1.05, 0.51, 0.52, -1.01, 0.49, 0.51, -1.04, 0.51, 0.49, -0.98, 0.49, 0.46, -0.99, 0.51, 0.47, -0.96, 0.48, 0.51, -0.97, 0.48, 0.51, -0.98, 0.47, 0.50, -1.02, 0.49, 0.50, -1.01, 0.51, 0.51]
}

=====

Entry 2:
{
  "formula": "C3H29N2O13",
  "method": "ωB97M-V with the def2-TZVPD basis set",
  "gap_ev": [10.876, 6.191],
  "lumo_ev": [-0.05, -4.58],
  "e_homo_ev": [-10.926, -10.775],
  "largest_force_ev_per_a": 1.9,
  "multiplicity": 2,
  "elements": ["C", "N", "C", "O", "O", "C", "N", "H", "H", "H", "H", "H", "H", "H", "H", "H", "O", "H", "H", "O", "H", "H", "O", "H", "H", "O", "H", "H", "O", "H", "H", "O", "H", "H", "O", "H", "H", "O", "H", "H", "O", "H", "H", "O", "H", "H", "O"],
  "xyz": [[0.58084, 0.44294, 0.08184], [0.52432, -0.57704, 1.05208], [-0.69710, -1.30179, 1.42800], [-1.80068, -0.87751, 1.06834], [-0.34864, -2.30957, 2.07032], [1.23036, 0.07959, -1.28486], [0.75763, 1.00547, -2.30214], [1.16974, 1.28665, 0.45196], [-0.43710, 0.74409, -0.14429], [1.29006, -1.24729, 1.12356], [2.29331, 0.23350, -1.09394], [1.08807, -0.89533, -1.72717], [1.19446, 1.90427, -2.08953], [-0.20093, 1.32715, -2.18822], [1.49557, -3.39876, 1.96645], [1.56198, -3.19401, 0.57494], [2.15488, -3.54672, 1.25954], [-2.93158, 2.55588, 1.01142], [-3.22368, 2.22703, -0.48286], [-2.80461, 2.86633, 0.10548], [-1.01491, -1.63110, -3.75178], [-0.07945, -1.19134, -2.69940], [-1.02052, -1.38000, -2.81773], [-1.60166, 0.68661, 1.75236], [-2.35834, 0.70238, 2.96353], [-1.90021, 1.36268, 2.42262], [-2.53715, 0.12439, -2.33570], [-2.37186, -0.25142, -0.88142], [-2.66766, 0.47229, -1.44693], [1.70732, 3.53183, -0.41050], [2.63831, 3.13023, 0.76894], [2.62560, 3.51844, -0.11003], [-0.33577, 2.78065, 0.84157], [-1.02533, 2.83826, -0.47873], [-0.19108, 3.12743, -0.04731], [0.47353, -4.08237, -1.85766], [0.00961, -2.80587, -1.11150], [0.67867, -3.15450, -1.71009], [-2.87356, -2.24713, -0.38753], [-2.11446, -2.23852, -1.81114], [-2.69737, -2.72495, -1.20182], [3.24733, -2.00349, 1.00550], [3.97086, -0.83839, 1.96736], [3.43736, -1.07147, 1.21295], [1.36796, 1.36779, 2.80987], [0.41292, 2.35243, 3.37979], [1.32298, 2.30023, 3.05386]],
  "lowdin_spin": [0.10, 0.53, 0.02, -0.01, 0.13, 0.07, 0.08, 0.04, 0.00, 0.01, 0.00, 0.00, 0.00, 0.00, 0.00, 0.00, 0.00, 0.00, 0.00, 0.00, 0.00, 0.00, 0.00, 0.00, 0.00, 0.00, 0.00, 0.00, 0.00, 0.00, 0.00, 0.00, 0.00, 0.00, 0.01, 0.00, 0.00, 0.00, 0.00, 0.00, 0.00, 0.00, 0.00, 0.00, 0.00, 0.00, 0.00]
}

=====

Entry 3:
{
  "formula": "C3H29NO11",
  "method": "ωB97M-V with the def2-TZVPD basis set",
  "smiles": "C=C(C)N.O.O.O.O.O.O.O.O.O.O.O",
  "gap_ev": 8.631,
  "lumo_ev": 0.23,
  "e_homo_ev": -8.405,
  "relative_energy_ev": 3.047,
  "largest_force_ev_per_a": 2.4,
  "elements": ["C", "C", "C", "N", "H", "H", "H", "H", "H", "H", "H", "O", "H", "H", "O", "H", "H", "O", "H", "H", "O", "H", "H", "O", "H", "H", "O", "H", "H", "O", "H", "H", "O", "H", "H", "O", "H", "H", "O", "H", "H", "O", "H", "H"],
  "xyz": [[-1.97344, -2.01322, 1.72164], [-1.90097, -1.95370, 0.39462], [-2.97286, -2.48332, -0.50208], [-0.78511, -1.33103, -0.18301], [-1.14596, -1.71261, 2.36836], [-2.56483, -2.50728, 2.48334], [-3.00222, -3.56284, -0.34739], [-2.76808, -2.39660, -1.57015], [-3.94089, -2.01952, -0.34566], [-0.50186, -1.59583, -1.12007], [0.01227, -1.60508, 0.36420], [-0.32083, 1.12305, -1.83632], [-1.05409, 1.40393, -2.39742], [-0.83009, 0.78113, -1.07877], [2.89468, -1.73793, -0.15963], [3.33615, -1.48265, -0.97536], [3.21991, -1.13306, 0.52522], [-3.86779, 1.50494, -0.35071], [-4.10677, 1.23842, 0.54817], [-3.01985, 1.96917, -0.29326], [1.15448, 0.94175, 1.32626], [2.04806, 0.79677, 0.98147], [0.70286, 1.41545, 0.62827], [-1.68192, 2.85799, 0.81519], [-1.10301, 3.46449, 1.28440], [-2.28574, 2.47817, 1.46863], [0.80425, -3.70178, -0.16154], [1.04142, -4.58414, 0.14276], [1.64484, -3.23918, 0.00926], [-3.25107, 0.75476, 2.30039], [-3.72232, 0.07543, 2.79284], [-2.74709, 0.24398, 1.65312], [2.27725, 0.76618, -3.22799], [2.37755, 1.71594, -3.10539], [1.39748, 0.55037, -2.89874], [1.33276, 3.38817, -0.91342], [0.73562, 3.87354, -1.49762], [0.68363, 2.78571, -0.53631], [3.84207, 0.21034, 1.72256], [3.55383, 0.41836, 2.61535], [3.91692, 1.02676, 1.21039], [4.32809, 1.43500, -1.09554], [4.50613, 0.50661, -0.90285], [3.73656, 1.33337, -1.85721]],
  "nbo_charge": [-0.59, 0.22, -0.66, -0.84, 0.20, 0.22, 0.23, 0.22, 0.23, 0.38, 0.40, -0.98, 0.48, 0.50, -0.98, 0.48, 0.50, -0.98, 0.48, 0.48, -0.94, 0.47, 0.46, -0.99, 0.49, 0.50, -0.97, 0.47, 0.50, -0.98, 0.49, 0.50, -0.97, 0.47, 0.50, -0.93, 0.47, 0.46, -0.98, 0.50, 0.50, -0.95, 0.45, 0.49]
}

=====

no.,E_tot (eV),M (g/mol)
1,-29071.301,268.26
2,-33177.824,301.27
3,-27594.143,255.26